Record 1
DFT (ωB97M-V/def2-TZVPD) results for a cluster of 2 separate species, C3H12N2OS in total in a non-equilibrium geometry.

```
19
C3H12N2OS (ωB97M-V/def2-TZVPD)
C 0.4813 1.1633 1.2806
C -0.0547 -0.2314 0.7696
H 2.3149 1.2749 0.2159
N -0.0843 -0.2948 -0.6843
H -2.0633 0.3333 1.7432
H 2.2015 0.0615 1.1886
O 1.4117 0.4909 -4.3757
N 1.8646 1.0124 1.0690
H -0.8926 0.3308 -0.9062
H 0.6156 -0.0046 -4.1280
H -2.2649 -3.1739 1.1581
H 0.1747 1.9198 0.5204
H 0.6422 -1.0163 1.1078
H -1.2472 -0.9602 2.6073
H -0.6676 -1.1287 -0.9793
S -2.3486 -1.8896 0.5238
H 1.0586 1.1355 -4.9637
H 0.2634 1.5095 2.3119
C -1.4054 -0.5326 1.5411
```

Computed properties:
Net charge ... 0
Lowest unoccupied orbital energy ... 0.60 eV
SMILES ... NC[C@H](N)CS.O
Energy above the lowest of the compared OMol25 structures with the same formula, charge and spin ... 1.930 eV
Kohn-Sham gap ... 9.27 eV

Löwdin atomic charge list, values in e, 8 entries: number 1, C, carries -0.26; number 2, C, carries -0.50; number 3, H, carries 0.07; number 4, N, carries -0.01; number 5, H, carries 0.06; number 6, H, carries 0.06; number 7, O, carries -0.05; number 8, N, carries -0.04

---

Record 2
DFT (ωB97M-V/def2-TZVPD) results for an isolated molecule of C3H4N2O2.

```
11
C3H4N2O2 (ωB97M-V/def2-TZVPD)
H 1.8193 -0.0630 1.2038
C 1.5700 0.3586 0.2226
C -0.3822 -0.6499 -0.9788
N -0.7740 0.5303 0.9214
N 0.1567 0.1694 -0.0283
H -2.7723 -0.0414 1.1061
H 2.1051 -0.1672 -0.5692
H 1.8516 1.4131 0.2042
O -1.6719 -0.9604 -0.4539
O 0.0292 -1.0278 -2.0408
C -1.8134 -0.1486 0.6147
```

Computed properties:
Net charge ... 0
Lowest unoccupied orbital energy ... 0.90 eV
SMILES ... Cn1ncoc1=O
Energy above the lowest of the compared OMol25 structures with the same formula, charge and spin ... 1.776 eV
Kohn-Sham gap ... 10.38 eV

Löwdin atomic charge list, values in e, 8 entries: number 1, H, carries 0.09; number 2, C, carries -0.01; number 3, C, carries -0.46; number 4, N, carries 0.12; number 5, N, carries -0.11; number 6, H, carries 0.14; number 7, H, carries 0.09; number 8, H, carries 0.09

---

Record 3
DFT (ωB97M-V/def2-TZVPD) results for a cluster of 2 separate species, C4H11NO in total in a non-equilibrium geometry.

```
17
C4H11NO (ωB97M-V/def2-TZVPD)
H 0.7235 -0.3883 -1.4420
C 0.5306 0.4961 -0.7608
H 1.5866 -3.3640 -0.8642
C 0.6741 0.0166 0.7463
H 1.3402 1.1541 -1.1230
C -0.4302 0.7356 1.4680
H 0.5420 -1.0725 0.8393
O 1.1772 -3.1905 -1.7164
H -1.9017 2.1710 0.6185
H -0.8242 1.9267 -1.4664
H 0.2288 -3.2985 -1.5156
N -0.7701 1.1030 -0.8894
H 0.1004 1.5919 1.9227
H 1.6839 0.2645 1.1183
H -0.8950 0.2346 2.2915
C -1.4888 1.2051 0.4042
H -2.2774 0.4145 0.3690
```

Computed properties:
Net charge ... 0
Lowest unoccupied orbital energy ... 0.88 eV
SMILES ... C1CCNC1.O
Energy above the lowest of the compared OMol25 structures with the same formula, charge and spin ... 1.322 eV
Kohn-Sham gap ... 9.07 eV

Löwdin atomic charge list, values in e, 8 entries: number 1, H, carries 0.09; number 2, C, carries -0.23; number 3, H, carries 0.03; number 4, C, carries -0.18; number 5, H, carries 0.10; number 6, C, carries -0.20; number 7, H, carries 0.09; number 8, O, carries -0.07

---

Record 4
DFT (ωB97M-V/def2-TZVPD) results for a cluster of 7 separate species, C30H59ClFNO27S6 in total in a non-equilibrium geometry.

```
125
C30H59ClFNO27S6 (ωB97M-V/def2-TZVPD)
C 13.9300 1.2567 3.4735
C -8.9550 -0.0280 -2.9283
O -7.9657 -0.8421 -0.7738
C 4.8724 1.2211 5.5080
C -1.9606 -2.6399 -1.8965
O 9.5429 2.3170 -0.1803
C -9.0131 0.0692 -1.2596
C 15.2098 1.7856 2.8315
H 13.8691 0.1667 3.3913
S -8.4664 4.9976 -6.4600
H 0.1447 3.6611 -3.4693
H -2.4294 -4.4277 1.3229
H 6.7117 3.9675 -0.9738
H 16.0782 1.1632 3.0598
H -9.3608 -1.3818 0.8013
C 4.5739 4.0903 -0.5161
C 5.8270 4.5399 -1.2627
H -6.3634 0.6357 1.8605
H -4.6875 -1.9961 4.2231
H -5.5451 1.1460 0.0745
O -0.0259 0.4155 -0.5963
O -0.5967 2.4172 -1.9789
C -4.6566 -0.7680 1.0096
O 6.9031 2.3794 5.7584
C -6.4460 -4.8337 3.0622
C -4.1061 -1.8667 3.2138
H -6.9118 -4.3546 0.3547
C -2.6706 -3.5143 0.6329
C 10.2566 1.2456 -0.7930
Cl -6.0648 -3.9776 5.7172
H 5.2387 2.9055 6.8346
H -1.3631 -1.6175 -1.8489
O 13.2088 3.4991 0.9031
O 5.5294 4.3438 -2.6432
N -4.9403 -1.9047 1.9657
C 0.4126 1.5354 -3.9109
S 3.9336 4.5839 -2.8805
H -8.0846 -3.8161 4.3097
H -3.2316 -2.6789 3.2408
H 15.4095 2.8166 3.1420
O 3.3940 3.4295 -3.5606
H 6.0236 1.3902 7.3603
O -4.0512 -3.4187 0.1578
O 7.0996 2.3364 0.3367
C -8.8701 3.3265 -4.6466
O 8.7903 1.6339 2.0980
H -7.9509 0.3966 -3.3708
O 8.3595 0.1904 0.1105
H -9.8290 0.6475 -3.3484
C -5.0181 -3.2449 1.2927
H -3.7432 -0.7768 0.2577
H 3.8231 1.1929 5.8116
H -0.5683 -3.3145 -0.2233
H 13.8448 1.5469 4.5241
C -6.9216 -3.6560 4.0929
H -10.0829 -0.1243 -0.8269
H 1.3551 2.8385 -2.4462
S -0.7068 0.7993 -1.8111
O 0.2327 0.3907 -3.0803
H -4.0357 0.5112 3.4094
O 7.3504 1.6299 3.4222
C -6.5045 -3.2441 0.5153
H -6.9721 2.2893 -4.9885
O -7.2932 3.8767 -6.2934
H -7.3567 -5.1488 2.3573
C -3.3035 -0.4061 3.3634
H -6.8203 -2.5618 3.6939
C -1.3998 -5.2371 -1.1214
H 0.1022 -4.9680 -2.9511
C -2.5406 -5.8076 -2.1512
S 13.3643 2.0896 1.1865
O -2.0658 0.4062 -2.1106
C 9.2145 0.1560 -1.0310
H -2.3296 -2.4998 1.1616
H -2.7974 -0.4633 4.4433
H 5.2404 0.1981 5.3764
O 5.0185 1.9041 4.2651
H -3.5309 -5.9503 -1.5024
C -8.4906 -1.8656 0.1428
H 9.6683 -0.8329 -1.1379
H 4.5116 4.5250 0.4851
H -9.1068 -1.1516 -3.3020
H -8.6306 1.1726 -1.0123
H 11.0266 0.9078 -0.0914
H -4.1749 -4.6347 3.0443
C 0.3936 2.7275 -2.9578
C -1.6224 -3.6630 -0.6630
C 5.7428 1.9953 6.4942
H 0.8798 -4.5496 -1.2861
S 8.3361 1.6996 0.7267
H -6.8085 3.9302 -4.3042
H -9.0443 3.2740 -3.5686
O 12.8293 1.0520 0.3359
H -3.0894 -2.3613 -2.0241
H 4.5294 2.9990 -0.4420
O 6.4053 3.9442 3.8748
O -9.2128 4.7028 -7.6609
O 12.8617 1.8195 2.7137
H 1.3489 1.4635 -4.4692
H -2.1971 -6.8691 -2.5528
O 3.7466 5.9370 -3.3551
C -7.3836 3.3014 -4.9921
H -1.6324 -3.1484 -2.9256
H -0.4270 1.5787 -4.6127
O -7.8915 6.2963 -6.1883
H 8.6095 0.3760 -1.9165
H -9.4036 2.5084 -5.1413
H -2.4193 -0.2911 2.6055
F -9.0702 -3.0395 -0.6096
C -5.5942 0.4259 0.9954
H -4.8962 -5.4976 1.5405
O 3.4763 4.5259 -1.3167
H -1.3269 -5.8917 -0.1433
H -6.3018 -2.8434 -0.5909
H 6.0172 5.6070 -1.1064
O -9.3626 4.5585 -5.1708
H 0.5565 -6.3729 -1.6507
H -2.7263 -5.1078 -3.0891
C -5.0452 -4.5572 2.2630
S 6.5193 2.5374 4.1818
H -6.2539 -5.8017 3.7349
H 10.7307 1.5780 -1.7196
C 0.1263 -5.2839 -1.8041
O 14.9493 1.7912 1.4297
O -7.4807 -2.3419 1.1454
```

Computed properties:
Net charge ... 0
Lowest unoccupied orbital energy ... 0.34 eV
SMILES ... C=CN(CC)[C@@](CCCCl)(CO[C@H](F)OCC)OC[C@H](C)C(C)C.O=S1(=O)OCCO1.O=S1(=O)OCCO1.O=S1(=O)OCCO1.O=S1(=O)OCCO1.O=S1(=O)OCCO1.O=S1(=O)OCCO1
Energy above the lowest of the compared OMol25 structures with the same formula, charge and spin ... 8.665 eV
Kohn-Sham gap ... 8.76 eV

Löwdin atomic charge list, values in e, 8 entries: number 1, C, carries -0.17; number 2, C, carries -0.09; number 3, O, carries -0.14; number 4, C, carries -0.18; number 5, C, carries -0.08; number 6, O, carries -0.19; number 7, C, carries -0.21; number 8, C, carries -0.17

---

Record 5
DFT (ωB97M-V/def2-TZVPD) results for a structure of composition C17H30F3NO3P2Tc in a non-equilibrium geometry.

```
57
C17H30F3NO3P2Tc (ωB97M-V/def2-TZVPD)
H -1.7595 2.7510 -5.1059
H 1.5600 -0.2952 -3.5312
H -3.0316 -1.2832 2.1068
H 3.8403 0.4064 0.5055
C 2.0848 -0.0880 2.4115
H 0.4658 -1.7352 0.2232
H -3.0791 1.9787 2.4208
H 3.2841 0.1289 -3.2811
C -3.3528 -0.6701 1.2624
H 3.5782 -1.4297 1.7353
C -3.1182 1.4325 -0.4347
H -3.2950 0.7866 -1.2988
H 3.5479 0.5588 3.7704
H -2.6103 2.3558 -0.7304
C 2.5756 -1.4650 2.1956
C -2.0523 0.6189 -5.3853
C 3.6344 0.6265 -0.5455
H 3.4359 1.6982 -0.6468
Tc 0.1112 -0.1504 0.1212
O 1.4114 0.5855 1.5629
H 3.8538 -1.9559 -1.7635
H 1.9295 -2.1277 1.6001
C -1.9279 -0.6531 -4.8181
C 2.2600 0.2680 -2.9055
H 2.0235 0.0725 4.5468
H 2.1836 -2.6020 -1.8931
C -2.0628 1.8722 2.0247
H -1.7751 2.7980 1.5141
H -4.2656 -0.1247 1.5132
C 2.8642 -1.9917 -1.2896
H -4.0602 1.6584 0.0837
F -0.7406 0.4900 4.6891
O -0.2496 -2.6370 3.4348
C -1.4383 -0.8034 -3.5299
C -1.0656 0.3485 -2.7609
H 2.6605 -1.9559 3.1745
H 4.5050 0.3577 -1.1570
C -1.6700 1.7581 -4.6671
H -2.4534 0.7298 -6.3895
F -0.9778 -1.4139 5.7404
P 2.1746 -0.2962 -1.1602
H 2.9464 -2.4385 -0.2939
C -1.1781 1.6376 -3.3748
H -0.8604 2.5047 -2.7881
C 2.4542 0.5920 3.6780
H 2.0045 1.3332 -2.9560
N -0.5855 0.2125 -1.5074
H -2.2202 -1.5398 -5.3829
H -1.3256 -1.7850 -3.0578
O -0.7185 -0.7536 2.2527
F -2.6398 -0.6147 4.5262
C -0.6925 -1.5027 3.3169
H -3.5622 -1.3099 0.4009
C -1.2712 -0.7695 4.5875
H -1.3576 1.6447 2.8283
H 2.1122 1.6295 3.6487
P -2.1041 0.5568 0.7788
```

Computed properties:
Net charge ... 0
Lowest unoccupied orbital energy (alpha / beta) ... -0.50 / -1.56 eV
Energy above the lowest of the compared OMol25 structures with the same formula, charge and spin ... 1.041 eV
2S+1 ... 4
Kohn-Sham gap (alpha / beta) ... 4.06 / 6.13 eV

Löwdin atomic charge list, values in e, 8 entries: number 1, H, carries 0.10; number 2, H, carries 0.04; number 3, H, carries 0.03; number 4, H, carries 0.03; number 5, C, carries -0.57; number 6, H, carries 0.01; number 7, H, carries 0.06; number 8, H, carries 0.05

---

Record 6
DFT (ωB97M-V/def2-TZVPD) results for a cluster of 2 separate species, C7H14 in total in a non-equilibrium geometry.

```
21
C7H14 (ωB97M-V/def2-TZVPD)
H 0.3235 -2.6473 3.1548
C -0.6178 0.4295 -0.3288
H -0.9918 1.9870 -3.5756
H 0.4885 1.6551 -1.8630
C 0.2303 0.0319 0.8395
C -0.4679 1.7053 -1.1359
H -0.9648 -1.5858 1.7736
H 0.2899 -1.9638 0.5726
H 0.3752 -0.9920 3.5821
H -0.4702 -0.3485 -1.1858
H 1.7855 -1.7808 2.6315
H -1.5141 2.0167 -1.8197
H 0.9954 -0.6014 -2.6306
H 1.2811 -0.0846 0.5895
C 0.0244 -1.3895 1.4051
C 0.4100 0.2870 -2.9017
H 0.1859 0.8729 1.6567
H -0.0519 2.5820 -0.3342
C 0.7059 -1.7081 2.7377
H -1.6974 0.3180 0.0101
C -0.3198 1.2161 -3.1778
```

Computed properties:
Net charge ... 0
Lowest unoccupied orbital energy ... 0.99 eV
SMILES ... CCCCC.C#C
Energy above the lowest of the compared OMol25 structures with the same formula, charge and spin ... 7.872 eV
Kohn-Sham gap ... 8.97 eV

Löwdin atomic charge list, values in e, 8 entries: number 1, H, carries 0.06; number 2, C, carries -0.32; number 3, H, carries 0.08; number 4, H, carries 0.06; number 5, C, carries -0.25; number 6, C, carries -0.24; number 7, H, carries 0.09; number 8, H, carries 0.09

---

Q: Among the records above, which one has the lowest energy above the lowest of the compared OMol25 structures with the same formula, charge and spin?
A: C17H30F3NO3P2Tc

---

Q: Look up the energy above the lowest of the compared OMol25 structures with the same formula, charge and spin of the third one.
A: 1.322 eV

---

Q: Which value of net charge does entry 6 give?
A: 0